a:
# C3H10NO

A 2-piece molecular cluster, C3H10NO overall (ωB97M-V/def2-TZVPD, the Open Molecules 2025 dataset).

Geometry (Å):
H 0.66 -2.04 0.37
H -1.31 -0.79 1.07
C 1.41 1.68 -0.37
H 0.12 0.11 -1.07
H -0.36 1.35 1.35
H 1.49 2.31 0.52
N -1.35 -1.76 0.69
H 1.72 2.29 -1.21
C 0.04 1.09 -0.57
H -0.63 -3.09 -0.59
O -0.74 0.87 0.60
H -2.29 -2.14 0.71
H -0.57 1.57 -1.34
C -0.36 -2.34 0.14
H 2.15 0.89 -0.31

The frontier orbital gap comes out at 0.33314 hartree. Its HOMO energy is -14.56 eV. The charge is +1.


b:
# C3H10NO

An isolated ion of composition C3H10NO and charge +1 (ωB97M-V/def2-TZVPD, the Open Molecules 2025 dataset).

Geometry (Å):
C 0.14 0.34 -0.21
O 2.10 -0.68 -1.08
H 0.42 -0.74 -2.09
H -2.07 1.91 0.77
H -1.71 -0.38 0.04
H -0.32 1.01 -0.95
C -1.68 1.15 1.44
H 2.41 -1.27 -0.38
H -2.45 0.79 2.12
H -0.75 -0.74 1.30
H -0.89 1.65 2.01
H 0.90 0.81 0.40
C 0.66 -0.87 -1.04
N -1.06 0.03 0.71
H 0.20 -1.79 -0.64

Its SMILES is C[NH2+]CCO. The frontier orbital gap comes out at 0.41689 hartree. Its HOMO energy is -15.00 eV. The charge is +1.


Relative energy table, unit hartree: a 0.0147; b 0.0000


a:
# C3H10NO

A 2-piece molecular cluster, C3H10NO overall (ωB97M-V/def2-TZVPD, the Open Molecules 2025 dataset).

Geometry (Å):
H -2.56 4.01 2.82
H -0.70 2.75 3.78
H -3.33 2.52 2.45
C 1.23 -2.30 -2.77
H 2.03 -2.51 -3.48
H -1.58 1.23 3.25
C 1.66 -1.19 -1.83
O 0.68 -0.94 -0.82
H 2.58 -1.50 -1.32
C -1.55 2.32 3.28
H 1.93 -0.31 -2.40
H 0.28 -2.09 -3.25
H 1.14 -3.25 -2.23
H 0.70 -1.74 -0.30
N -2.51 3.00 2.82

The frontier orbital gap comes out at 0.23950 hartree. Its HOMO energy is -12.48 eV. The charge is +1.


b:
# C3H10NO

An isolated ion of composition C3H10NO and charge +1 (ωB97M-V/def2-TZVPD, the Open Molecules 2025 dataset).

Geometry (Å):
O -1.86 0.02 0.60
C 0.76 1.15 0.34
H -2.58 -0.62 0.38
H 0.86 0.05 -1.22
H 0.58 -2.18 -0.22
H 0.60 1.16 1.43
C 0.79 -1.18 0.40
H -1.24 1.00 -1.27
H 0.42 2.00 -0.16
H 1.80 1.30 0.40
H 1.85 -1.19 0.81
C -1.22 0.05 -0.65
H 0.06 -1.14 1.33
H -1.39 -0.65 -1.40
N 0.28 -0.02 -0.42

Its SMILES is C[NH+](C)CO. The frontier orbital gap comes out at 0.47917 hartree. Its HOMO energy is -16.32 eV. The charge is +1.


Relative energy table, unit hartree: a 0.0000; b 0.0080


a:
# C3H10NO

A 2-piece molecular cluster, C3H10NO overall (ωB97M-V/def2-TZVPD, the Open Molecules 2025 dataset).

Geometry (Å):
N 0.89 0.89 0.35
H -2.20 -2.78 -0.23
C 1.37 1.76 1.16
H 1.62 1.46 2.17
O -0.85 -1.16 -0.50
H 1.42 2.03 -1.26
H -1.33 -1.39 -1.29
C 0.76 1.18 -1.09
H 1.23 0.41 -1.70
H -0.76 -2.79 0.81
C -1.54 -2.17 0.37
H -0.29 1.24 -1.33
H 0.28 0.15 0.71
H -2.10 -1.59 1.09
H 1.49 2.76 0.75

The frontier orbital gap comes out at 0.34806 hartree. Its HOMO energy is -14.70 eV. The charge is +1.


b:
# C3H10NO

A 2-piece molecular cluster, C3H10NO overall (ωB97M-V/def2-TZVPD, the Open Molecules 2025 dataset).

Geometry (Å):
C -1.20 -0.89 -0.95
O 0.08 0.20 2.55
H 1.23 1.45 -1.90
H -1.52 -1.94 -0.90
H 0.52 -1.35 0.35
C 0.23 -0.75 -0.50
H -1.26 -0.64 -2.01
H -0.79 -0.15 2.50
C 1.07 1.60 -0.84
H 0.26 0.93 0.74
H 1.26 2.54 -0.33
H 0.88 -1.13 -1.29
N 0.65 0.61 -0.16
H 0.61 -0.14 3.26
H -2.03 -0.33 -0.51

The frontier orbital gap comes out at 0.41418 hartree. Its HOMO energy is -16.14 eV. The charge is +1.


Relative energy table, unit hartree: a 0.0324; b 0.0000


a:
# C3H10NO

A 3-piece molecular cluster, C3H10NO overall (ωB97M-V/def2-TZVPD, the Open Molecules 2025 dataset).

Geometry (Å):
H -1.67 -1.24 2.58
C -0.84 0.23 1.26
C -1.92 -0.26 2.22
H -2.86 -0.34 1.68
H 0.17 0.42 1.64
O -2.27 0.70 -2.91
N -0.34 0.84 -1.13
H 0.64 1.05 -0.85
H 8.62 -2.00 -0.33
H -2.13 0.94 -3.80
H -2.02 0.39 3.08
C -1.08 0.44 -0.09
H -2.16 0.22 -0.40
H 9.29 -2.28 -0.47
H -1.43 0.87 -2.47

The frontier orbital gap comes out at 0.20206 hartree. Its HOMO energy is -14.48 eV. The charge is +1.


b:
# C3H10NO

A 2-piece molecular cluster, C3H10NO overall (ωB97M-V/def2-TZVPD, the Open Molecules 2025 dataset).

Geometry (Å):
H 1.13 0.49 3.10
N -0.19 -0.59 0.10
H 1.21 0.75 -1.84
C 0.11 -1.81 -0.03
O 0.34 0.17 2.63
C -0.76 0.23 -0.97
H 0.59 -2.35 0.78
H -1.60 0.80 -0.58
H 0.54 1.96 -0.78
H 0.09 -0.13 0.98
H -0.38 0.26 3.25
C 0.27 1.19 -1.52
H -0.11 1.77 -2.37
H -0.10 -2.34 -0.95
H -1.14 -0.39 -1.78

The frontier orbital gap comes out at 0.44472 hartree. Its HOMO energy is -16.65 eV. The charge is +1.


Relative energy table, unit hartree: a 0.1832; b 0.0000


a:
# C42H112O14

A 14-piece molecular cluster, C42H112O14 overall (ωB97M-V/def2-TZVPD, the Open Molecules 2025 dataset).

Geometry (Å):
H -4.09 -2.94 -2.80
H 4.35 -2.82 -4.61
H -4.87 4.43 -1.46
H -3.53 -0.61 4.50
H 2.94 -0.42 2.44
H 3.08 4.38 0.31
H 2.22 -7.10 -4.28
C -0.74 -4.29 4.66
H -1.57 0.87 1.08
H 6.12 -3.03 0.24
H 1.51 -1.03 -0.19
H 2.28 -1.66 -3.63
C 3.11 -6.49 -4.13
H 4.95 0.01 -6.53
C 2.93 -0.80 -3.81
C -2.25 -4.94 -0.50
H -3.56 0.28 -1.86
H 0.78 1.86 3.23
H -1.58 -6.71 1.46
H -3.24 -6.49 1.51
O 1.55 -3.72 5.26
C 3.37 -2.74 0.32
H 2.54 -4.82 -5.31
H -3.09 6.05 -0.50
H 0.23 5.75 -0.57
H 2.76 -5.06 -0.45
H 3.70 -2.08 1.13
H 3.84 0.95 -1.67
H -0.34 1.60 -5.13
O -5.81 -0.75 -0.78
H 1.76 4.98 -1.21
C -4.29 -0.11 -2.58
H 3.55 -6.73 -3.16
C 4.21 0.13 -5.74
H 3.79 -6.71 -4.95
H -5.17 -1.18 2.62
C 5.55 -3.78 -0.31
C 1.28 4.49 0.83
H 3.08 2.54 -1.41
H -1.28 -0.15 -1.08
C -5.23 -1.19 -1.99
H -1.50 -4.15 3.89
C -4.55 4.53 -0.42
C -3.54 3.46 -0.05
H -0.57 -5.37 4.68
H 1.10 4.48 3.01
C -1.24 3.06 -3.79
H 2.31 -2.98 0.41
C -4.07 5.87 -0.07
H -2.39 2.39 4.95
C 3.19 0.64 2.30
C -1.26 1.72 -4.56
H 4.65 0.78 -4.98
H 3.72 -4.45 -2.80
H 0.06 0.47 1.58
H -6.11 0.14 -0.99
H 1.46 -5.07 -2.41
C -2.32 -5.98 1.79
H 1.30 2.01 4.90
H 5.82 1.04 -2.78
H 3.69 -0.79 -3.03
O -5.71 4.13 0.27
H 1.13 0.39 4.11
C -0.60 -0.46 -0.28
H -4.03 5.92 1.02
O -0.76 -4.27 1.16
C -3.23 -0.84 3.48
C -0.21 3.02 -2.62
H -1.62 0.84 -4.02
O 3.26 2.84 3.37
H -4.95 3.72 4.02
C 1.41 -4.70 -3.44
C 4.22 -4.04 0.23
H 2.55 0.95 1.48
H 4.19 0.71 1.88
H -4.67 6.73 -0.38
H -1.01 3.37 4.59
H 1.20 0.15 -1.46
H 2.99 -1.63 -5.78
H 5.03 3.67 -2.54
C 5.09 2.66 -2.13
H 6.84 2.64 -0.77
C -4.52 -2.52 -1.89
H -2.84 5.08 3.55
H -4.43 3.42 5.60
H 5.29 3.09 -0.02
H -3.05 -1.90 3.34
H -0.31 2.11 -2.04
H -5.27 -3.24 -1.55
C 2.93 1.49 3.56
H -0.22 -2.22 2.80
C -0.55 0.73 0.71
C 0.60 -3.67 4.25
C 1.05 5.18 2.17
C 1.25 5.43 -0.36
H 1.76 6.38 -0.21
H 1.02 -3.69 6.06
H -1.93 2.85 3.25
H -3.71 -2.38 -1.18
H 0.52 3.74 0.59
O 2.53 3.89 0.91
H -5.42 0.99 1.66
C 1.44 1.42 3.98
H -0.76 -3.35 0.88
H -1.68 -5.80 -0.86
H 5.75 1.40 -0.48
H 3.60 -2.17 -0.58
H 3.39 0.70 -6.18
C -4.29 -0.55 2.49
H 1.08 -3.66 -3.42
H -6.37 4.82 0.19
H 1.65 6.07 2.32
H -1.07 -3.96 5.64
C 0.77 -0.69 -0.91
O 4.76 -1.99 -4.86
H -1.89 -4.01 -0.95
O -1.00 -1.66 0.42
H -2.21 3.14 -3.30
H 0.78 3.02 -3.07
C -2.87 4.49 4.46
O -2.40 5.26 5.55
H -3.94 2.46 0.14
O 3.65 -4.88 -0.76
C 0.38 -2.24 3.71
C -4.75 0.90 2.53
H -0.22 -1.71 4.44
H -2.80 -3.91 1.24
H -1.58 3.91 -5.45
H -4.89 0.72 -2.93
H -2.42 -5.94 2.88
H -0.33 3.92 -2.02
H -3.66 -0.33 -3.44
H 3.04 3.00 2.45
H 3.59 1.13 4.35
H 0.04 5.58 2.18
H 5.65 -3.38 -1.32
H 4.19 -4.55 1.19
C 5.77 2.45 -0.77
O 3.65 -4.23 -3.73
H -1.83 -1.48 0.88
H 0.62 -5.26 -3.93
H -3.27 -5.13 -0.83
C -2.04 3.18 4.29
O -3.80 -0.82 1.17
H 2.30 0.07 -3.99
C 3.66 -1.09 -5.10
H 1.28 -1.66 3.56
H -4.52 -0.76 0.54
H -5.23 1.10 3.49
H -0.14 1.69 0.40
O 5.91 1.97 -3.02
C -2.08 -4.68 0.98
H -2.93 3.72 0.82
H 0.67 -1.55 -1.58
H -4.95 4.98 5.24
H -6.05 -1.25 -2.70
H -2.31 -0.25 3.44
C 3.74 1.97 -2.06
C 2.66 -5.08 -4.26
O -0.99 4.07 -4.71
H 3.35 1.86 -3.07
C -4.35 4.17 4.82
H -4.02 1.67 2.30
H -1.98 1.78 -5.37
H -2.55 4.65 6.27
H 1.01 -4.29 3.45
H -2.81 3.42 -0.86
H 6.15 -4.69 -0.26

The frontier orbital gap comes out at 0.35294 hartree. Its HOMO energy is -9.37 eV.


b:
# C42H112O14

A 14-piece molecular cluster, C42H112O14 overall (ωB97M-V/def2-TZVPD, the Open Molecules 2025 dataset).

Geometry (Å):
H 17.72 3.45 -3.02
O 22.01 -4.68 -2.61
H 15.14 5.90 -9.18
H 12.92 1.21 -2.68
H 20.27 1.40 -11.21
H 15.54 0.82 -7.36
H 16.98 -2.03 -5.49
C 16.15 0.31 -6.61
H 19.85 1.72 -13.90
H 21.79 -6.53 -4.53
C 13.14 -2.63 -6.16
C 12.85 3.39 -2.14
H 22.21 6.61 -6.13
H 19.54 7.66 -5.61
H 13.88 -5.03 -11.14
H 12.80 1.22 -6.40
H 10.38 2.53 -8.95
H 23.39 5.21 -4.33
H 17.26 5.10 -8.98
H 23.12 -0.92 -7.93
O 12.81 0.16 -8.79
C 18.41 1.33 -7.21
C 15.41 2.56 -9.88
H 12.90 -5.01 -7.89
C 18.64 -3.87 -7.76
C 11.80 1.00 -8.35
H 23.11 3.54 -4.46
C 21.61 -4.44 -3.93
H 22.21 -0.79 -10.58
H 15.42 -4.40 -11.69
H 17.54 -2.03 -3.45
O 17.07 6.58 -7.67
C 21.07 -5.71 -4.50
C 15.70 3.84 -9.14
H 11.08 0.28 -7.97
C 21.39 3.53 -6.74
H 19.43 2.53 -10.07
C 17.55 0.06 -7.13
H 15.63 -0.74 -3.17
H 22.03 3.31 -7.59
H 16.41 6.98 -7.11
H 19.05 -1.15 -6.67
H 21.12 -1.95 -8.15
H 12.09 -2.60 -5.84
H 17.49 -0.47 -8.08
H 17.63 2.29 -4.35
H 17.89 7.37 -5.00
H 14.96 -4.34 -8.18
H 13.65 -3.27 -9.40
C 17.84 5.03 -5.97
H 20.42 0.26 -2.18
C 20.54 -3.35 -3.90
C 15.47 -2.14 -9.91
H 15.37 2.60 -10.96
H 20.53 3.25 -13.55
H 19.00 6.02 -7.43
C 22.83 -0.49 -9.73
H 12.77 -6.14 -6.56
C 13.51 -4.12 -6.03
H 16.86 5.25 -5.53
H 24.43 -0.09 -11.13
H 13.96 -3.48 -11.96
C 19.58 2.73 -13.58
H 14.53 -2.13 -3.43
O 18.24 -0.84 -6.27
H 19.10 3.23 -3.91
C 18.26 2.65 -3.54
H 11.91 2.57 -9.90
H 15.17 -1.50 -10.73
H 16.28 0.87 -5.69
H 13.76 2.41 -4.68
H 13.05 2.60 -7.48
H 20.71 -5.44 -5.49
H 16.23 1.86 -9.74
H 20.47 1.24 -3.64
C 15.50 -1.81 -3.05
H 11.47 2.39 -6.66
H 18.21 8.44 -6.43
O 14.79 -4.29 -6.46
H 20.89 -2.46 -3.39
C 21.86 4.69 -5.81
H 16.52 -2.41 -9.99
H 18.51 4.92 -5.12
H 24.92 -0.06 -9.41
C 19.85 2.40 -11.06
H 14.91 1.29 -3.96
C 18.49 7.54 -5.89
H 22.74 -5.30 -2.53
H 17.80 4.18 -6.65
H 12.24 3.72 -2.98
H 10.71 1.34 -10.20
H 15.56 -2.02 -1.98
C 23.20 4.43 -5.07
H 21.34 0.90 -8.90
C 14.84 4.96 -9.64
H 24.07 4.41 -5.72
H 20.22 -2.93 -4.85
C 18.74 1.69 -2.51
O 21.96 5.85 -6.66
H 20.48 3.91 -7.21
H 13.69 1.35 -0.78
H 21.07 4.74 -5.07
H 13.61 4.12 -1.88
C 16.63 -2.60 -3.66
H 18.08 1.99 -12.22
H 17.92 -3.14 -8.13
H 20.73 3.03 -11.14
H 11.57 -4.82 -6.87
H 13.76 -2.03 -5.50
H 21.40 -3.54 -10.04
O 18.15 3.94 -11.95
H 15.86 -4.71 -3.47
O 19.13 2.39 -1.34
H 14.92 5.07 -10.72
H 19.65 -3.75 -3.41
H 21.23 2.56 -6.27
C 14.39 2.23 -3.81
H 15.48 3.76 -8.07
C 18.16 6.27 -6.79
H 18.33 2.59 -0.84
C 18.89 2.71 -12.23
C 14.47 -4.12 -11.24
C 14.62 -3.45 -9.88
O 20.24 -2.20 -7.85
O 14.36 1.61 -1.42
H 12.18 3.18 -1.31
H 14.54 2.06 -9.46
H 15.08 3.06 -3.71
H 12.59 -0.25 -9.63
C 16.66 -4.05 -3.13
C 11.16 1.94 -9.42
C 24.31 -0.57 -10.16
H 20.73 -4.10 -7.54
O 17.06 4.26 -9.40
H 19.40 -0.08 -3.58
H 22.77 1.75 -9.78
H 22.40 -4.05 -4.58
H 19.46 1.04 -7.21
H 15.24 -1.57 -9.01
H 15.34 -3.68 -5.97
H 18.47 -3.97 -6.69
H 20.09 -4.73 -10.03
H 17.67 3.96 -11.11
C 12.31 1.88 -7.12
H 16.61 -4.12 -2.05
C 12.62 -5.09 -6.84
H 20.24 -5.97 -3.85
C 13.59 2.06 -2.54
H 17.57 -4.57 -3.44
C 19.81 0.72 -2.95
H 24.66 -1.60 -10.19
C 20.39 -3.74 -9.69
H 13.25 -2.22 -7.16
H 13.42 -4.51 -5.02
H 17.93 1.00 -2.28
H 19.88 -3.05 -10.35
O 22.66 -1.30 -8.69
H 15.60 -0.60 -6.37
O 16.47 -2.71 -5.06
C 22.40 0.92 -9.17
H 22.86 1.20 -8.23
H 18.24 -4.79 -8.17
H 18.31 1.93 -6.30
C 20.07 -3.55 -8.21
H 18.13 1.92 -8.08
H 19.00 3.19 -14.38
O 15.29 -4.42 -9.08
H 13.81 4.61 -9.59

The frontier orbital gap comes out at 0.35444 hartree. Its HOMO energy is -9.22 eV.


Relative energy table, unit hartree: a 0.0153; b 0.0000